# 1
C17H22N2O4 | the ωB97M-V functional and the def2-TZVPD basis

As for the net charge: 0. The total energy is -29156.4306 eV. As for the spin multiplicity: 1.

Last column: Löwdin charge in e.
Cartesian coordinates (Å):
C  5.306  -3.379  -3.283  -0.095
O  4.104  -4.108  -3.249  -0.086
C  3.081  -3.642  -2.478  -0.276
C  3.140  -2.512  -1.671  -0.015
C  2.034  -2.140  -0.927  -0.033
C  0.856  -2.869  -0.972  -0.229
C  -0.336  -2.443  -0.156  -0.092
N  -0.649  -1.043  -0.365  -0.057
C  -1.021  -0.183  0.729  -0.098
C  -1.144  1.216  0.090  -0.181
C  -2.337  1.973  0.675  -0.421
O  -3.390  2.060  0.075  0.067
N  -2.189  2.496  1.915  -0.048
C  -1.003  2.550  2.738  -0.119
C  -0.636  4.022  2.989  -0.187
O  -1.701  4.719  3.585  -0.128
C  -2.854  4.675  2.772  -0.178
C  -3.290  3.231  2.513  -0.106
C  -1.342  0.917  -1.396  -0.024
C  -0.862  -0.510  -1.592  -0.448
O  -0.698  -1.081  -2.644  0.095
C  0.804  -3.995  -1.783  -0.031
C  1.900  -4.382  -2.522  0.004
H  5.956  -3.915  -3.974  0.092
H  5.148  -2.361  -3.653  0.095
H  5.782  -3.339  -2.298  0.094
H  4.035  -1.913  -1.615  0.101
H  2.092  -1.256  -0.307  0.115
H  -1.201  -3.064  -0.419  0.133
H  -0.126  -2.576  0.910  0.130
H  -1.983  -0.497  1.160  0.142
H  -0.265  -0.221  1.520  0.124
H  -0.223  1.786  0.232  0.141
H  -0.166  2.035  2.275  0.111
H  -1.225  2.072  3.700  0.136
H  0.204  4.095  3.682  0.128
H  -0.363  4.494  2.032  0.131
H  -3.629  5.221  3.312  0.128
H  -2.656  5.174  1.812  0.132
H  -4.135  3.197  1.825  0.125
H  -3.562  2.753  3.461  0.135
H  -2.406  0.965  -1.648  0.128
H  -0.810  1.602  -2.053  0.131
H  -0.108  -4.571  -1.841  0.114
H  1.865  -5.253  -3.157  0.118

# 2
C17H22N2O6S2 | the ωB97M-V functional and the def2-TZVPD basis

As for the net charge: 0. The total energy is -54920.6522 eV. As for the spin multiplicity: 1.

Last column: Löwdin charge in e.
Cartesian coordinates (Å):
C  -4.837  -2.783  -1.087  -0.121
S  -4.324  -1.078  -0.825  0.592
O  -2.956  -0.941  -1.238  -0.310
O  -5.300  -0.193  -1.383  -0.297
N  -4.440  -0.965  0.847  -0.138
C  -3.200  -0.963  1.587  -0.208
C  -2.456  0.380  1.488  -0.185
O  -1.223  0.368  2.170  -0.031
C  -0.134  -0.196  1.586  -0.251
C  -0.118  -0.829  0.345  0.006
C  1.071  -1.355  -0.133  -0.052
C  2.230  -1.245  0.605  -0.287
S  3.778  -1.892  -0.022  0.651
O  3.558  -2.558  -1.273  -0.285
O  4.412  -2.605  1.045  -0.285
N  4.747  -0.561  -0.336  -0.121
C  4.602  0.084  -1.617  -0.199
C  3.209  0.683  -1.843  -0.189
O  2.894  1.477  -0.717  -0.053
C  1.619  1.949  -0.582  -0.269
C  0.602  1.771  -1.512  -0.024
C  -0.658  2.289  -1.259  -0.082
C  -0.913  2.992  -0.097  -0.108
C  0.104  3.174  0.828  -0.079
C  1.360  2.657  0.591  -0.016
C  2.223  -0.630  1.844  -0.054
C  1.045  -0.110  2.335  0.011
H  -4.153  -3.420  -0.545  0.064
H  -5.847  -2.880  -0.716  0.065
H  -4.793  -2.989  -2.149  0.068
H  -5.063  -0.212  1.096  0.108
H  -2.580  -1.758  1.170  0.115
H  -3.409  -1.196  2.635  0.131
H  -3.043  1.160  1.983  0.137
H  -2.325  0.649  0.435  0.095
H  -1.003  -0.908  -0.266  0.086
H  1.103  -1.868  -1.082  0.121
H  4.725  0.084  0.439  0.105
H  4.782  -0.678  -2.376  0.119
H  5.365  0.863  -1.689  0.127
H  2.487  -0.133  -1.952  0.103
H  3.207  1.292  -2.757  0.137
H  0.774  1.234  -2.430  0.112
H  -1.444  2.134  -1.983  0.111
H  -1.896  3.399  0.088  0.104
H  -0.085  3.720  1.740  0.109
H  2.162  2.788  1.300  0.121
H  3.137  -0.582  2.414  0.120
H  1.005  0.377  3.296  0.126

# 3
C17H22N2OPtS2 | the ωB97M-V functional and the def2-TZVPD basis

As for the net charge: 0. The total energy is -47931.6520 eV. As for the spin multiplicity: 1.

Last column: Löwdin charge in e.
Cartesian coordinates (Å):
Pt  -1.192  0.240  -0.097  0.638
C  0.815  1.852  -1.444  -0.046
N  0.667  1.313  -0.074  -0.303
C  1.618  0.220  0.202  -0.166
C  1.372  -0.949  -0.751  -0.157
N  -0.053  -1.415  -0.695  -0.309
C  -0.169  -2.439  0.377  -0.053
C  -0.546  -2.001  -1.945  -0.299
C  0.220  -2.939  -2.625  -0.045
C  -0.266  -3.533  -3.776  -0.091
C  -1.540  -3.194  -4.224  -0.090
C  -2.310  -2.283  -3.528  -0.115
C  -1.830  -1.662  -2.367  -0.621
S  -2.851  -0.527  -1.498  0.536
C  0.657  2.416  0.878  -0.294
C  1.836  3.074  1.204  -0.033
C  1.812  4.174  2.044  -0.088
C  0.590  4.622  2.534  -0.089
C  -0.583  3.975  2.196  -0.115
C  -0.575  2.850  1.364  -0.605
S  -2.094  2.022  1.001  0.539
H  1.824  2.256  -1.580  0.102
H  0.084  2.646  -1.574  0.103
H  0.611  1.087  -2.189  0.079
H  1.460  -0.088  1.236  0.119
H  2.659  0.547  0.092  0.125
H  2.033  -1.768  -0.454  0.126
H  1.613  -0.699  -1.782  0.119
H  0.439  -3.311  0.119  0.097
H  -1.213  -2.730  0.464  0.100
H  0.159  -2.006  1.319  0.066
H  1.206  -3.202  -2.258  0.112
H  0.334  -4.255  -4.313  0.099
H  -1.937  -3.652  -5.121  0.103
H  -3.305  -2.033  -3.873  0.101
H  2.777  2.725  0.795  0.110
H  2.731  4.680  2.305  0.100
H  0.554  5.486  3.186  0.103
H  -1.532  4.329  2.579  0.102
C  -1.042  -1.286  3.902  -0.141
O  -0.577  -0.413  2.884  -0.190
H  -1.980  -0.938  4.338  0.085
H  -0.302  -1.393  4.700  0.076
H  -1.222  -2.265  3.457  0.073
H  -0.951  0.469  2.990  0.034

# 4
C17H22N3 | the ωB97M-V functional and the def2-TZVPD basis

As for the net charge: +1. The total energy is -22448.5975 eV. As for the spin multiplicity: 1.

Last column: Löwdin charge in e.
Cartesian coordinates (Å):
C  1.953  3.060  2.758  -0.023
N  1.303  1.697  2.593  -0.112
C  0.815  1.113  3.785  -0.256
C  1.390  1.471  5.016  -0.028
C  0.825  0.978  6.186  -0.063
C  -0.343  0.211  6.129  -0.071
C  -0.869  -0.182  4.897  -0.072
C  -0.245  0.188  3.714  -0.023
C  1.782  0.846  1.572  0.052
H  1.499  3.611  3.591  0.097
H  3.035  2.991  2.978  0.100
H  1.791  3.649  1.849  0.088
H  2.272  2.114  5.023  0.111
H  1.332  1.171  7.124  0.112
H  -0.805  -0.129  7.053  0.110
H  -1.748  -0.817  4.838  0.111
H  -0.562  -0.153  2.723  0.111
H  1.901  -0.209  1.899  0.119
H  2.646  1.272  0.999  0.140
C  -1.562  -1.455  -5.880  -0.149
C  -2.679  -2.010  -4.977  -0.147
C  -2.181  -1.904  -3.524  -0.141
N  -0.854  -1.283  -3.590  -0.100
C  -0.181  -0.817  -2.462  -0.190
C  0.207  -1.650  -1.375  0.039
C  0.777  -1.102  -0.226  -0.075
N  0.895  0.225  0.007  -0.002
C  0.600  1.025  -1.050  -0.059
C  0.133  0.555  -2.284  0.035
C  -0.501  -0.837  -4.951  -0.142
H  -1.111  -2.257  -6.478  0.112
H  -1.933  -0.697  -6.574  0.111
H  -3.595  -1.420  -5.091  0.111
H  -2.914  -3.047  -5.239  0.112
H  -2.878  -1.295  -2.915  0.125
H  -2.121  -2.897  -3.059  0.115
H  0.095  -2.728  -1.443  0.125
H  1.141  -1.739  0.589  0.129
H  0.747  2.096  -0.879  0.131
H  -0.080  1.276  -3.078  0.119
H  0.508  -1.199  -5.229  0.126
H  -0.481  0.275  -5.020  0.113

# 5
C17H22N4OS | the ωB97M-V functional and the def2-TZVPD basis

As for the net charge: 0. The total energy is -36830.4759 eV. As for the spin multiplicity: 1.

Last column: Löwdin charge in e.
Cartesian coordinates (Å):
C  -4.431  -3.029  -0.776  -0.112
C  -4.473  -1.689  -0.053  -0.244
C  -3.264  -0.828  -0.416  -0.204
N  -3.380  0.509  0.153  -0.150
C  -2.998  0.583  1.528  -0.165
N  -1.555  0.389  1.708  0.094
C  -0.701  0.965  0.815  -0.201
C  -1.189  1.521  -0.337  -0.064
C  -0.305  2.057  -1.328  -0.433
O  -0.611  2.530  -2.403  0.075
N  1.039  2.005  -0.942  0.127
C  1.548  1.459  0.187  -0.772
S  3.175  1.516  0.450  0.701
N  0.656  0.909  1.074  -0.012
C  1.172  0.115  2.173  -0.167
C  1.038  -1.390  1.882  -0.117
C  1.733  -1.710  0.586  -0.252
C  1.042  -1.641  -0.616  -0.048
C  1.698  -1.839  -1.818  -0.073
C  3.054  -2.113  -1.829  -0.086
C  3.748  -2.195  -0.634  -0.084
C  3.092  -1.992  0.566  -0.064
C  -2.678  1.541  -0.590  -0.120
H  -3.527  -3.577  -0.516  0.071
H  -5.290  -3.637  -0.504  0.069
H  -4.442  -2.882  -1.854  0.072
H  -5.378  -1.145  -0.326  0.112
H  -4.502  -1.863  1.025  0.097
H  -2.341  -1.335  -0.095  0.111
H  -3.226  -0.725  -1.501  0.128
H  -3.505  -0.196  2.101  0.124
H  -3.302  1.564  1.922  0.136
H  -1.240  0.229  2.650  0.125
H  1.714  2.396  -1.591  0.141
H  2.231  0.371  2.266  0.055
H  0.674  0.389  3.107  0.122
H  1.495  -1.938  2.707  0.121
H  -0.016  -1.668  1.818  0.104
H  -0.018  -1.424  -0.618  0.099
H  1.149  -1.770  -2.746  0.105
H  3.569  -2.259  -2.766  0.102
H  4.807  -2.406  -0.637  0.104
H  3.640  -2.039  1.495  0.116
H  -2.859  1.423  -1.660  0.126
H  -3.094  2.513  -0.298  0.132

# 6
C17H22N7O5S2V | the ωB97M-V functional and the def2-TZVPD basis

As for the net charge: 0. The total energy is -86011.5930 eV. As for the spin multiplicity: 3.

Last column: Mulliken spin population.
Cartesian coordinates (Å):
V  0.766  -0.353  1.029  1.664
N  -0.060  -0.334  2.962  0.010
C  0.301  0.894  3.655  -0.001
C  1.559  1.456  2.996  0.025
O  2.345  2.173  3.587  -0.007
N  1.654  1.058  1.706  -0.047
C  2.793  1.563  0.981  0.014
C  3.256  0.397  0.088  0.015
O  4.379  0.304  -0.353  0.010
O  2.300  -0.441  -0.097  0.006
H  -1.064  -0.501  2.989  0.005
H  0.415  -1.139  3.373  0.002
H  0.479  0.763  4.731  0.000
H  -0.495  1.633  3.506  -0.003
H  3.578  1.889  1.674  -0.001
H  2.519  2.406  0.332  -0.005
O  -0.881  -1.221  0.321  0.068
N  -0.241  -0.388  -0.387  0.009
C  -0.186  -0.304  -1.707  0.107
C  -0.780  -1.220  -2.587  -0.016
N  -1.206  -2.009  -3.306  0.065
C  0.593  0.754  -2.199  0.004
N  1.153  1.688  -2.574  0.058
O  1.337  -2.428  1.592  -0.005
S  0.936  -3.226  0.393  -0.002
C  0.877  -4.936  1.091  0.001
C  1.904  -5.784  0.363  0.000
C  3.071  -4.862  0.029  0.000
C  2.464  -3.600  -0.553  0.000
H  -0.134  -5.319  0.983  0.000
H  1.118  -4.810  2.146  0.000
H  1.475  -6.182  -0.559  0.000
H  2.224  -6.620  0.987  0.000
H  3.746  -5.331  -0.686  0.000
H  3.632  -4.630  0.934  0.000
H  2.127  -3.756  -1.577  0.000
H  3.115  -2.729  -0.517  0.002
C  -0.878  4.155  -2.519  0.000
C  -2.004  3.524  -1.791  0.002
C  -3.327  3.615  -2.138  0.000
C  -4.282  2.976  -1.311  0.000
N  -3.938  2.323  -0.233  0.000
C  -2.653  2.227  0.115  0.003
S  -2.188  1.461  1.502  0.013
N  -1.687  2.816  -0.684  0.002
C  -5.732  3.045  -1.637  0.000
H  -1.203  4.562  -3.470  0.000
H  -0.086  3.422  -2.685  0.001
H  -0.460  4.959  -1.914  0.000
H  -3.649  4.160  -3.008  0.000
H  -0.713  2.719  -0.400  0.001
H  -6.022  4.080  -1.801  0.000
H  -6.309  2.623  -0.822  0.000
H  -5.937  2.481  -2.546  0.000

Q: Which formula does entry 3 have?
A: C17H22N2OPtS2

Q: Which value of net charge does entry 4 give?
A: +1